(1)
C38H59Cl2IN6O3PS | ωB97M-V with the def2-TZVPD basis set

Computed properties:
Gap between HOMO and LUMO   5.62 eV
2S+1   1
F_max   9.34 eV/A
LUMO energy   -3.8575 eV
Net charge   +1

XYZ file:
```
111
C38H59Cl2IN6O3PS ωB97M-V with the def2-TZVPD basis set
C -1.153 -5.075 3.449
C -2.039 -3.937 2.598
C -1.033 -2.896 1.861
Cl -0.651 -1.806 3.387
N -1.431 -2.053 0.717
C -0.313 -1.505 -0.201
Cl 0.294 0.075 0.680
C 1.054 -2.360 -0.304
C 2.164 -2.195 0.908
C 3.443 -1.200 0.500
C 4.463 -1.849 -0.602
O 5.226 -0.959 -1.298
O 4.623 -3.296 -0.826
C -0.770 -1.073 -1.703
C -0.322 -2.153 -2.915
C -0.189 0.379 -2.254
C 1.407 0.529 -2.465
C 1.858 0.502 -4.075
I 1.898 2.616 -1.826
O -2.183 -0.987 -2.032
C -3.152 -0.991 -0.962
C -4.647 -1.043 -1.609
C -5.854 -0.111 -1.150
N -6.913 -0.768 -0.232
P -2.982 0.709 -0.188
C -3.915 1.047 1.406
C -3.173 0.638 2.807
C -3.262 2.080 -1.480
C -2.333 3.433 -1.154
C -2.722 -2.359 -0.078
S -4.299 -2.359 1.019
C -2.603 -3.720 -1.011
C -3.212 -3.959 -2.522
C -3.069 -5.297 -3.452
N -2.316 -6.495 -2.978
C -1.681 -6.338 -1.632
C -1.727 -5.085 -0.594
H -1.874 -6.016 3.557
H -0.240 -5.475 2.792
H -0.749 -4.672 4.469
H -2.743 -4.572 1.922
H -2.734 -3.430 3.422
H -0.063 -3.556 1.776
H -1.733 -1.179 1.263
H 1.732 -2.200 -1.240
H 0.754 -3.516 -0.306
H 1.739 -1.971 1.961
H 2.675 -3.273 0.992
H 3.089 -0.116 0.189
H 4.038 -1.050 1.523
H 3.734 -3.593 -1.187
H -0.997 -2.010 -3.889
H -0.354 -3.281 -2.524
H 0.780 -2.010 -3.272
H -0.592 1.313 -1.678
H -0.670 0.472 -3.346
H 2.101 -0.138 -1.806
H 1.207 1.359 -4.584
H 2.980 0.903 -4.132
H 1.716 -0.543 -4.577
H -5.124 -2.141 -1.667
H -4.473 -0.803 -2.772
H -5.692 0.949 -0.723
H -6.514 0.086 -2.135
H -7.060 -1.752 -0.544
H -6.639 -0.688 0.768
H -4.977 0.554 1.421
H -4.108 2.224 1.467
H -3.427 1.465 3.620
H -3.664 -0.373 3.176
H -2.014 0.578 2.661
H -2.888 1.687 -2.516
H -4.368 2.450 -1.596
H -3.039 4.340 -0.906
H -1.632 3.194 -0.222
H -1.673 3.752 -2.086
H -4.678 -3.723 0.996
H -3.794 -3.093 -3.073
H -3.557 -5.364 -4.540
H -1.046 -7.288 -1.282
H -1.119 -5.176 0.388
N 5.140 -3.512 2.702
C 5.075 -2.595 3.719
C 4.954 -3.284 4.905
C 4.952 -4.664 4.593
C 5.072 -4.776 3.226
H 5.227 -3.290 1.718
H 5.119 -1.534 3.512
H 4.877 -2.840 5.889
H 4.873 -5.488 5.291
H 5.112 -5.645 2.583
N 1.939 6.593 -2.149
C 2.019 6.720 -3.512
C 2.127 8.060 -3.808
C 2.118 8.766 -2.582
C 2.004 7.835 -1.573
H 1.848 5.719 -1.647
H 1.990 5.848 -4.152
H 2.205 8.484 -4.801
H 2.188 9.838 -2.448
H 1.963 7.950 -0.499
N 3.940 8.186 1.636
C 3.875 9.102 2.653
C 3.754 8.414 3.840
C 3.752 7.033 3.528
C 3.872 6.921 2.160
H 4.027 8.408 0.653
H 3.919 10.163 2.446
H 3.677 8.858 4.824
H 3.673 6.210 4.225
H 3.912 6.052 1.517
```

(2)
C38H59N9 | ωB97M-V with the def2-TZVPD basis set

Computed properties:
Gap between HOMO and LUMO   7.75 eV
2S+1   1
F_max   15.73 eV/A
LUMO energy   -0.1977 eV

XYZ file:
```
106
C38H59N9 ωB97M-V with the def2-TZVPD basis set
N -9.928 -5.413 13.507
C -9.811 -6.337 14.472
C -8.758 -6.308 15.373
C -7.698 -5.415 15.333
C -7.865 -4.404 14.299
C -9.029 -4.456 13.485
H -10.676 -6.984 14.494
H -8.934 -6.993 16.189
H -6.931 -5.373 16.092
H -7.166 -3.582 14.245
H -9.019 -3.776 12.645
N -2.828 -8.487 13.456
C -2.007 -9.495 13.828
C -2.425 -10.816 13.938
C -3.746 -11.146 13.737
C -4.623 -10.153 13.318
C -4.120 -8.872 13.126
H -1.016 -9.165 14.103
H -1.630 -11.488 14.227
H -4.115 -12.161 13.723
H -5.644 -10.505 13.282
H -4.918 -8.173 12.922
C -7.893 -14.724 13.261
C -8.771 -13.554 13.740
C -8.075 -12.359 13.087
C -6.633 -12.119 13.393
N -5.534 -11.912 13.661
H -8.448 -15.616 13.552
H -6.967 -14.726 13.835
H -7.601 -14.829 12.216
H -8.879 -13.487 14.823
H -9.767 -13.738 13.336
H -8.771 -11.520 13.113
H -8.106 -12.636 12.034
C -10.177 -9.103 20.464
C -9.151 -8.207 19.845
C -9.623 -6.972 19.062
C -10.050 -7.400 17.698
N -10.378 -7.765 16.638
H -9.856 -9.337 21.480
H -10.228 -10.086 19.995
H -11.204 -8.744 20.519
H -8.538 -8.917 19.289
H -8.602 -7.784 20.687
H -8.749 -6.338 18.914
H -10.318 -6.277 19.533
C -3.397 -9.488 18.436
C -2.769 -9.617 17.047
C -3.961 -9.856 16.018
C -4.299 -11.243 15.801
N -4.586 -12.366 15.646
H -3.905 -10.380 18.800
H -4.154 -8.707 18.516
H -2.626 -9.234 19.164
H -1.965 -10.352 17.008
H -2.299 -8.675 16.762
H -3.630 -9.465 15.056
H -4.921 -9.344 16.093
C -9.344 -10.042 15.783
C -8.710 -9.598 14.449
C -7.878 -8.416 14.722
C -6.514 -8.800 14.858
N -5.348 -9.099 14.984
H -10.117 -10.796 15.632
H -9.687 -9.178 16.351
H -8.708 -10.516 16.532
H -9.520 -9.328 13.772
H -8.242 -10.469 13.992
H -8.180 -7.938 15.654
H -7.853 -7.646 13.951
C -12.278 -10.159 17.033
C -12.264 -10.245 15.508
C -13.375 -11.099 14.910
C -14.665 -10.344 14.899
N -15.594 -9.750 14.889
H -13.301 -9.860 17.262
H -11.654 -9.365 17.444
H -12.130 -11.080 17.597
H -11.321 -10.595 15.088
H -12.113 -9.249 15.092
H -13.464 -12.039 15.456
H -13.190 -11.324 13.860
C -3.422 -7.099 16.847
C -3.626 -6.961 15.379
C -5.053 -6.641 14.893
C -5.061 -6.490 13.415
N -5.038 -6.321 12.271
H -3.919 -7.939 17.331
H -3.802 -6.247 17.410
H -2.387 -7.339 17.091
H -3.383 -7.858 14.809
H -2.882 -6.307 14.922
H -5.253 -5.638 15.269
H -5.724 -7.442 15.203
C -10.302 -10.149 12.001
C -10.671 -8.664 12.296
C -9.671 -7.761 11.635
C -9.645 -7.882 10.161
N -9.657 -7.974 8.989
H -10.323 -10.446 10.952
H -11.031 -10.661 12.629
H -9.274 -10.231 12.354
H -10.814 -8.549 13.371
H -11.570 -8.521 11.697
H -8.686 -7.908 12.077
H -9.924 -6.740 11.922
```

Among the records above, which one has the lowest F_max?
C38H59Cl2IN6O3PS

What is the formula in the first record?
C38H59Cl2IN6O3PS